No. 1
C4H4BrClO | the ωB97M-V functional and the def2-TZVPD basis

Last column: Mulliken charge in e.
Element x y z (Å)
C 1.927 0.357 -0.278  -0.792
C 0.611 0.594 -0.504  0.053
C -0.573 0.459 0.380  -0.448
Br -1.957 1.706 0.130  -0.038
C -1.361 -1.265 0.440  0.503
O -0.841 -2.081 1.064  -0.346
Cl -2.653 -1.481 -0.672  -0.123
H 2.692 0.244 -1.000  0.285
H 2.247 -0.057 0.617  0.294
H 0.158 0.987 -1.498  0.199
H -0.249 0.536 1.320  0.413

Computed properties:
Relative energy (zero: lowest compared OMol25 entry of this formula, charge and spin) in kcal per mole: 25.8
HOMO-LUMO gap in eV: 9.7

No. 2
C4H4BrN | the ωB97M-V functional and the def2-TZVPD basis

Last column: Mulliken charge in e.
Element x y z (Å)
C 0.414 -1.092 -0.020  -1.235
C 0.067 0.346 0.086  0.709
C 1.225 1.200 0.042  0.084
N 2.255 1.668 -0.152  -0.405
C -1.159 0.764 0.132  -0.474
Br -2.641 -0.395 -0.154  -0.150
H -0.465 -1.593 -0.446  0.386
H 0.672 -1.451 0.969  0.277
H 1.202 -1.224 -0.580  0.403
H -1.570 1.778 0.122  0.404

Computed properties:
Relative energy (zero: lowest compared OMol25 entry of this formula, charge and spin) in kcal per mole: 9.9
HOMO-LUMO gap in eV: 10.4

No. 3
C4H4BrN4 | the ωB97M-V functional and the def2-TZVPD basis

Last column: Mulliken charge in e.
Element x y z (Å)
C -0.349 2.045 1.917  -0.200
C -0.238 1.292 0.997  0.074
N -0.181 0.403 -0.016  0.227
N -0.766 0.620 -1.244  -0.282
C -0.513 -0.470 -1.965  0.021
N 0.179 -1.367 -1.302  -0.533
C 0.398 -0.825 -0.095  0.559
N 1.073 -1.370 0.903  -0.341
Br 1.807 -3.046 0.727  0.121
H -0.482 2.705 2.744  0.427
H -1.274 1.467 -1.455  0.206
H -0.851 -0.584 -2.983  0.436
H 1.196 -0.870 1.771  0.284

Computed properties:
HOMO-LUMO gap in eV: 9.7
Total charge: +1

No. 4
C4H4BrN4O2P | the ωB97M-V functional and the def2-TZVPD basis

Last column: Mulliken charge in e.
Element x y z (Å)
O 3.213 -1.900 0.418  -0.472
C 2.980 -0.855 -0.386  0.053
C 2.495 0.621 0.198  -0.458
C 0.817 0.597 0.190  0.489
N 0.234 0.932 -1.075  -0.280
N -1.072 0.869 -1.091  -0.211
C -1.648 0.479 0.157  0.348
P -3.596 0.319 0.113  0.362
O -3.969 -0.784 -1.229  -0.494
Br -4.333 -0.634 2.061  -0.155
N -1.073 0.184 1.432  -0.060
N 0.233 0.247 1.451  -0.366
H 3.118 -1.046 -1.547  0.310
H 2.828 1.468 -0.564  0.287
H 2.936 0.883 1.250  0.305
H -3.162 -1.381 -1.379  0.342

Computed properties:
HOMO-LUMO gap in eV: 8.0

No. 5
C4H4BrNO | the ωB97M-V functional and the def2-TZVPD basis

Last column: Mulliken charge in e.
Element x y z (Å)
O 0.627 -2.456 0.512  -0.414
C 0.093 -1.809 -0.342  -0.006
C -0.573 -0.504 -0.144  -0.306
C 0.041 0.601 0.286  -0.329
C 1.475 0.689 0.485  0.147
N 2.231 -0.040 -0.224  -0.403
Br 4.052 0.029 -0.031  -0.070
H -0.007 -2.187 -1.381  0.287
H -1.634 -0.499 -0.354  0.360
H -0.517 1.508 0.479  0.338
H 1.820 1.420 1.217  0.395

Computed properties:
Relative energy (zero: lowest compared OMol25 entry of this formula, charge and spin) in kcal per mole: 47.4
HOMO-LUMO gap in eV: 9.5

No. 6
C4H4BrNO | the ωB97M-V functional and the def2-TZVPD basis

Last column: Mulliken charge in e.
Element x y z (Å)
C 1.837 0.655 -0.173  0.540
C -1.230 -0.590 0.337  -0.625
C -0.638 0.054 -0.793  0.319
C 3.109 1.009 0.287  -0.662
N 0.777 0.388 -0.711  -0.384
O -1.527 0.764 -0.036  -0.394
Br 4.519 -0.229 0.211  -0.138
H -1.935 -1.279 0.238  0.314
H -0.476 -0.815 1.079  0.222
H -0.812 -0.036 -1.851  0.405
H 3.104 2.094 0.433  0.401

Computed properties:
Relative energy (zero: lowest compared OMol25 entry of this formula, charge and spin) in kcal per mole: 37.7
HOMO-LUMO gap (alpha / beta) in eV: 6.3 / 8.9
Spin multiplicity: 3

No. 7
C4H4BrNO2 | the ωB97M-V functional and the def2-TZVPD basis

Last column: Mulliken charge in e.
Element x y z (Å)
C 2.551 0.700 0.695  0.500
C 0.544 0.435 -0.606  0.405
C -1.398 -0.748 0.436  -0.680
C -0.890 0.485 -0.371  -0.528
N 1.400 0.892 0.404  -0.364
O 3.454 0.343 1.254  -0.331
O 0.916 0.185 -1.715  -0.252
Br -0.635 -2.418 -0.365  -0.167
H -1.025 -0.785 1.476  0.361
H -2.389 -0.936 0.250  0.422
H -1.238 1.425 -0.016  0.354
H -1.289 0.423 -1.441  0.279

Computed properties:
Relative energy (zero: lowest compared OMol25 entry of this formula, charge and spin) in kcal per mole: 0.0
HOMO-LUMO gap (alpha / beta) in eV: 6.8 / 7.1
Spin multiplicity: 3

No. 8
C4H4BrNO2S2 | the ωB97M-V functional and the def2-TZVPD basis

Last column: Mulliken charge in e.
Element x y z (Å)
C 2.298 0.588 0.631  -0.286
C 1.046 0.897 0.066  -0.562
C 2.433 -0.735 0.875  -0.352
C 0.288 -0.201 0.064  0.370
N -3.037 0.430 -0.352  -0.380
O -2.349 -1.978 -0.328  -0.544
O -1.889 -0.643 -2.393  -0.544
S 0.950 -1.635 0.480  -0.128
S -1.887 -0.782 -0.977  1.045
Br -2.502 1.043 1.322  0.046
H 3.196 1.172 0.533  0.340
H 0.703 1.865 -0.182  0.396
H 3.469 -1.114 1.293  0.267
H -2.717 1.094 -1.031  0.332

Computed properties:
Relative energy (zero: lowest compared OMol25 entry of this formula, charge and spin) in kcal per mole: 28.9
HOMO-LUMO gap in eV: 8.2

No. 9
C4H4BrNOS | the ωB97M-V functional and the def2-TZVPD basis

Last column: Mulliken charge in e.
Element x y z (Å)
C 0.605 -1.668 -0.574  -0.206
C -1.098 -0.941 1.047  -0.068
C 2.330 0.402 0.066  -0.103
C -1.656 1.192 0.183  -0.633
N -0.308 -1.225 0.102  0.084
O -1.900 0.092 1.043  -0.202
S 2.355 -1.198 -0.370  0.021
Br 3.943 1.302 0.075  -0.083
H 0.481 -2.478 -1.274  0.368
H -1.388 0.932 -0.854  0.253
H -0.745 1.858 0.336  0.289
H -2.619 1.732 0.218  0.279

Computed properties:
Relative energy (zero: lowest compared OMol25 entry of this formula, charge and spin) in kcal per mole: 125.0
HOMO-LUMO gap (alpha / beta) in eV: 7.8 / 7.8

No. 10
C4H4BrNOS | the ωB97M-V functional and the def2-TZVPD basis

Last column: Mulliken charge in e.
Element x y z (Å)
C 0.728 0.623 1.040  -0.007
C -0.993 -1.646 -0.340  0.049
C 1.299 0.856 -0.330  -0.433
C -1.268 -0.181 0.130  0.032
N -0.477 0.289 1.152  -0.429
O -0.043 -2.148 0.103  -0.423
S 0.068 0.504 -1.554  -0.038
Br -2.953 0.679 0.033  -0.128
H 1.404 1.033 1.842  0.332
H -1.548 -2.028 -1.214  0.351
H 1.515 1.861 -0.468  0.413
H 2.270 0.156 -0.393  0.281

Computed properties:
Relative energy (zero: lowest compared OMol25 entry of this formula, charge and spin) in kcal per mole: 0.0
HOMO-LUMO gap (alpha / beta) in eV: 6.8 / 6.6
Spin multiplicity: 3

No. 11
C4H4CaO2 | the ωB97M-V functional and the def2-TZVPD basis

Last column: Mulliken charge in e.
Element x y z (Å)
O -1.618 2.237 1.493  -0.379
C -1.734 1.084 1.131  -0.115
C -0.510 0.361 0.723  -0.057
H -2.717 0.598 0.980  0.336
H 0.207 0.113 1.512  0.326
C -0.311 -0.225 -0.602  -0.413
C 0.936 -0.752 -1.056  0.293
O 2.074 -0.415 -0.773  -0.429
Ca 4.202 -1.073 -1.033  0.802
H -1.095 -0.065 -1.347  0.389
H 0.566 -1.864 -1.028  0.248

Computed properties:
Relative energy (zero: lowest compared OMol25 entry of this formula, charge and spin) in kcal per mole: 29.8
HOMO-LUMO gap (alpha / beta) in eV: 4.7 / 8.4
Total charge: +1
Spin multiplicity: 2

No. 12
C4H4CeO3 | the ωB97M-V functional and the def2-TZVPD basis

Last column: Mulliken charge in e.
Element x y z (Å)
O 0.756 0.881 -2.511  -0.558
C 0.243 -0.043 -1.806  0.758
O -0.008 0.535 -0.512  -0.357
O 0.045 -1.207 -2.018  -0.366
Ce 0.558 2.775 -1.469  2.081
C -0.056 -0.458 0.709  0.771
C 0.998 -0.519 1.557  -0.687
C -1.433 -0.244 0.719  -0.825
H 1.972 -0.140 1.239  0.206
H 0.885 -1.001 2.528  0.299
H -2.064 -0.547 -0.117  0.320
H -1.897 -0.031 1.682  0.358

Computed properties:
Relative energy (zero: lowest compared OMol25 entry of this formula, charge and spin) in kcal per mole: 9.6
HOMO-LUMO gap (alpha / beta) in eV: 4.0 / 7.3
Total charge: +2
Spin multiplicity: 3

No. 13
C4H4Cl2F2 | the ωB97M-V functional and the def2-TZVPD basis

Last column: Mulliken charge in e.
Element x y z (Å)
C -0.940 0.496 0.656  -0.534
C 0.266 -0.230 1.199  -0.241
C 1.492 0.215 0.899  -0.205
C -0.147 -0.399 -2.039  0.137
F -0.735 0.479 -2.883  -0.197
F -0.275 -1.572 -2.642  -0.168
Cl 2.874 -0.439 1.668  -0.173
Cl -1.760 -0.648 -0.621  -0.126
H -1.679 0.671 1.439  0.371
H -0.744 1.430 0.279  0.385
H 0.108 -1.001 1.862  0.389
H 1.539 0.997 0.181  0.362

Computed properties:
Relative energy (zero: lowest compared OMol25 entry of this formula, charge and spin) in kcal per mole: 76.0
HOMO-LUMO gap in eV: 9.6

No. 14
C4H4Cl2N2O2S | the ωB97M-V functional and the def2-TZVPD basis

Last column: Mulliken charge in e.
Element x y z (Å)
C -0.193 -0.266 0.102  0.177
C 1.937 -0.876 -0.101  -0.452
C 2.070 0.647 0.271  -0.567
C -2.119 -0.464 0.165  0.516
N 0.572 -1.243 0.134  -0.402
N -2.365 0.887 -0.436  0.661
O -2.316 1.061 -1.633  -0.468
O -2.589 1.810 0.333  -0.455
S 0.380 1.389 -0.183  -0.081
Cl -2.441 -1.933 -0.705  -0.092
Cl -2.646 -0.434 1.785  -0.096
H 2.213 -0.964 -1.201  0.280
H 2.571 -1.536 0.558  0.286
H 2.044 0.955 1.338  0.343
H 2.881 0.968 -0.427  0.351

Computed properties:
Relative energy (zero: lowest compared OMol25 entry of this formula, charge and spin) in kcal per mole: 84.1
HOMO-LUMO gap in eV: 8.9

No. 15
C4H4Cl2O | the ωB97M-V functional and the def2-TZVPD basis

Last column: Mulliken charge in e.
Element x y z (Å)
Cl -0.377 -1.667 1.649  -0.197
C -0.696 -0.268 0.522  0.631
Cl -2.437 0.103 0.850  -0.174
C 0.283 0.862 0.689  -0.454
C 1.262 0.736 -0.211  -0.264
O 1.068 -0.245 -1.095  -0.314
C -0.293 -0.593 -0.945  -0.527
H 0.201 1.567 1.543  0.320
H 2.298 1.071 -0.193  0.367
H -0.456 -1.655 -1.199  0.312
H -0.852 0.090 -1.609  0.298

Computed properties:
Relative energy (zero: lowest compared OMol25 entry of this formula, charge and spin) in kcal per mole: 8.7
HOMO-LUMO gap in eV: 10.2

No. 16
C4H4Cl3NO3 | the ωB97M-V functional and the def2-TZVPD basis

Last column: Mulliken charge in e.
Element x y z (Å)
C 1.899 -1.341 0.140  -0.171
C -0.244 0.120 0.277  -1.199
C 1.127 -0.029 -0.438  0.108
C 2.761 -1.022 1.392  0.625
N 1.070 -0.328 -1.821  0.915
O 2.157 -0.210 -2.380  -0.521
O 1.844 -2.456 -0.356  -0.309
O 0.047 -0.662 -2.364  -0.557
Cl 1.948 -0.058 2.599  -0.113
Cl 4.182 -0.072 0.720  -0.137
Cl 3.389 -2.512 2.164  -0.123
H -0.769 -0.687 -0.126  0.396
H -0.694 1.128 0.139  0.330
H -0.146 0.100 1.305  0.375
H 1.751 0.955 -0.428  0.382

Computed properties:
Relative energy (zero: lowest compared OMol25 entry of this formula, charge and spin) in kcal per mole: 0.0
HOMO-LUMO gap (alpha / beta) in eV: 7.2 / 7.3
Spin multiplicity: 3

No. 17
C4H4Cl3NS | the ωB97M-V functional and the def2-TZVPD basis

Last column: Mulliken charge in e.
Element x y z (Å)
S 1.234 -2.926 -1.495  -0.129
C -0.109 -1.728 -1.240  0.534
Cl -1.695 -2.460 -2.097  -0.233
N -0.318 -0.599 -0.751  -0.336
C 0.629 0.210 -0.114  -0.126
C 0.356 1.084 0.828  0.194
Cl 1.637 1.873 1.647  -0.181
C -1.109 1.426 1.214  -0.385
Cl -1.539 3.152 0.757  -0.192
H 2.250 -2.058 -1.297  0.140
H 1.695 -0.078 -0.242  0.092
H -1.327 1.306 2.262  0.351
H -1.704 0.797 0.528  0.271

Computed properties:
Relative energy (zero: lowest compared OMol25 entry of this formula, charge and spin) in kcal per mole: 20.1
HOMO-LUMO gap in eV: 9.3

No. 18
C4H4Cl4 | the ωB97M-V functional and the def2-TZVPD basis

Last column: Mulliken charge in e.
Element x y z (Å)
C -0.309 0.641 0.648  0.341
C -2.503 -0.420 0.227  0.108
C 0.625 0.019 -0.378  -1.175
C -1.366 -0.154 1.289  -0.318
Cl -3.393 1.032 -0.018  -0.132
Cl -2.261 -1.310 -1.190  -0.107
Cl -0.707 -1.694 1.764  -0.145
Cl -0.487 2.332 0.579  -0.133
H 0.437 0.388 -1.397  0.314
H 0.334 -0.971 -0.447  0.422
H 1.636 0.406 -0.168  0.337
H -1.951 0.467 1.959  0.489

Computed properties:
Relative energy (zero: lowest compared OMol25 entry of this formula, charge and spin) in kcal per mole: 59.7
HOMO-LUMO gap (alpha / beta) in eV: 7.6 / 8.3

No. 19
C4H4ClF | the ωB97M-V functional and the def2-TZVPD basis

Last column: Mulliken charge in e.
Element x y z (Å)
C 0.543 1.172 0.798  -0.589
C 0.289 -0.240 1.037  -0.044
C -0.404 -0.939 -0.092  0.279
Cl -1.528 -2.258 0.241  -0.187
C -0.356 -0.391 -1.340  -0.292
F 0.271 0.725 -1.777  -0.216
H -0.209 1.728 -0.060  0.186
H 1.332 1.813 1.493  0.233
H 0.714 -0.884 1.990  0.234
H -0.652 -0.726 -2.291  0.397

Computed properties:
Relative energy (zero: lowest compared OMol25 entry of this formula, charge and spin) in kcal per mole: 57.5
HOMO-LUMO gap in eV: 9.3

No. 20
C4H4ClF | the ωB97M-V functional and the def2-TZVPD basis

Last column: Mulliken charge in e.
Element x y z (Å)
C -1.064 1.213 -0.052  -0.759
C -0.980 -0.099 -0.115  0.529
Cl -2.303 -1.194 0.079  -0.201
C 0.375 -0.835 -0.182  -0.426
C 1.518 -0.308 0.255  -0.157
F 2.651 -0.984 -0.043  -0.241
H -2.025 1.689 0.106  0.281
H -0.167 1.761 -0.374  0.269
H 0.287 -1.855 -0.464  0.335
H 1.708 0.612 0.790  0.372

Computed properties:
Relative energy (zero: lowest compared OMol25 entry of this formula, charge and spin) in kcal per mole: 7.5
HOMO-LUMO gap in eV: 10.0